No. 1
A cluster of 2 separate species, C3H6INO3 in total at a distorted geometry. Source: OMol25; level of theory: ωB97M-V/def2-TZVPD.

Orbital gap in Ha: 0.3563
Highest occupied orbital energy in hartree: -0.344
SMILES: C=C(I)CO.O=NO

Geometry as ORCA input:
```
! wB97M-V def2-TZVPD RIJCOSX def2/J DEFGRID3
* xyz 0 1
C 0.662 -0.263 -1.681
C 0.087 -0.591 0.753
C 1.021 -0.288 -0.407
N -1.343 3.115 -0.236
O -2.062 2.112 0.284
O -0.141 3.063 -0.162
O -0.150 0.552 1.524
I 2.991 0.415 0.051
H -1.440 1.426 0.787
H 1.347 -0.127 -2.426
H -0.339 -0.333 -1.867
H -0.680 -1.068 0.197
H 0.609 -1.498 1.406
H 0.444 0.687 2.286
*
```

=====

No. 2
A cluster of 2 separate species, C3H6INS in total at a distorted geometry. Source: OMol25; level of theory: ωB97M-V/def2-TZVPD.

Orbital gap (alpha / beta) in Ha: 0.2382 / 0.2394
Highest occupied orbital energy (alpha / beta) in hartree: -0.309 / -0.311

Geometry as ORCA input:
```
! wB97M-V def2-TZVPD RIJCOSX def2/J DEFGRID3
* xyz 0 1
C 0.242 0.866 -1.353
C -0.359 -0.128 -0.594
C -0.163 -0.414 0.867
N -1.149 -1.230 -1.151
S 2.955 0.420 -2.116
I -0.984 -1.663 -3.208
H -0.355 1.010 -2.299
H 0.800 1.732 -1.105
H -1.158 -0.336 1.350
H 0.569 0.314 1.220
H 0.280 -1.348 1.065
H -1.527 -1.853 -0.485
*
```

=====

No. 3
The molecule C3H6INS at a distorted geometry. Source: OMol25; level of theory: ωB97M-V/def2-TZVPD.

Orbital gap in Ha: 0.3314
Highest occupied orbital energy in hartree: -0.323
SMILES: C=CSNCI

Geometry as ORCA input:
```
! wB97M-V def2-TZVPD RIJCOSX def2/J DEFGRID3
* xyz 0 1
C -1.044 -2.080 1.310
C -0.288 -1.050 0.887
C 0.212 1.710 -1.244
N 0.278 1.462 0.126
S -0.893 0.610 1.006
I 1.321 0.209 -2.688
H -0.798 -3.086 0.933
H -2.032 -1.890 1.730
H 0.509 -0.996 0.128
H 0.650 2.565 -1.612
H -0.781 1.537 -1.558
H 1.095 1.643 0.810
*
```

=====

No. 4
A structure of composition C3H6KS2. Source: OMol25; level of theory: ωB97M-V/def2-TZVPD.

Orbital gap in Ha: 0.2947
Highest occupied orbital energy in hartree: -0.450

Geometry as ORCA input:
```
! wB97M-V def2-TZVPD RIJCOSX def2/J DEFGRID3
* xyz 1 1
S -2.699 -0.791 -2.549
S -2.937 -1.250 0.376
C -1.946 -0.462 -0.944
C -4.370 -0.724 -1.869
C -4.392 -1.629 -0.649
H -1.869 0.625 -0.752
H -0.920 -0.878 -0.943
H -5.074 -1.065 -2.652
H -4.639 0.316 -1.604
H -4.379 -2.694 -0.948
H -5.297 -1.464 -0.032
K -1.344 -4.485 -1.412
*
```

=====

No. 5
A structure of composition C3H6LaO3 at a distorted geometry. Source: OMol25; level of theory: ωB97M-V/def2-TZVPD.

Orbital gap (alpha / beta) in Ha: 0.2345 / 0.2680
Highest occupied orbital energy (alpha / beta) in hartree: -0.602 / -0.632

Geometry as ORCA input:
```
! wB97M-V def2-TZVPD RIJCOSX def2/J DEFGRID3
* xyz 2 2
C -0.503 1.835 0.342
C 0.021 0.826 1.025
O -0.541 -0.444 0.890
C -0.127 -1.407 1.690
O -0.484 -2.486 1.009
La -2.125 -2.227 -0.954
H -0.164 2.846 0.564
H -1.214 1.672 -0.468
H 0.715 0.909 1.861
H 0.133 -3.241 1.177
H 1.121 1.274 -2.154
O 1.795 0.654 -2.511
H 1.374 -0.210 -2.471
*
```

=====

No. 6
A structure of composition C3H6MnO3 at a distorted geometry. Source: OMol25; level of theory: ωB97M-V/def2-TZVPD.

Orbital gap (alpha / beta) in Ha: 0.2824 / 0.2942
Highest occupied orbital energy (alpha / beta) in hartree: -0.511 / -0.529

Geometry as ORCA input:
```
! wB97M-V def2-TZVPD RIJCOSX def2/J DEFGRID3
* xyz 1 7
O 0.888 -0.842 -1.950
Mn 1.835 -1.204 -0.384
C 0.189 0.028 1.942
O 0.490 -0.158 0.558
C -0.603 0.115 -0.322
C -0.087 0.061 -1.788
O -1.085 0.049 -2.626
H 1.100 -0.192 2.507
H -0.114 1.070 2.108
H -0.619 -0.652 2.244
H -1.003 1.114 -0.105
H -1.387 -0.642 -0.172
H 0.396 1.254 -2.014
*
```

=====

Respective DFT total energy values: -18936.99523, -23629.40633, -23632.42185, -41198.57196, -10187.47970, -40660.12907 eV.
Respective molecular weight values: 231.0, 215.1, 215.1, 145.3, 229.0, 145.0 g mol⁻¹.
Respective relative energy (zero: lowest compared OMol25 entry of this formula, charge and spin) values: 114.0, 72.5, 2.9, 0.0, 81.4, 33.4 kcal per mole.